one:
14
Properties=species:S:1:pos:R:3 method="wB97M-V/def2-TZVPD" lumo_ev=-0.24 smiles="C=C/C=C(/C)P=O" orbital_gap_ev=8.603 molar_mass_g_mol=114.08 homo_ev=-8.841
C 1.005 1.158 1.674
C 1.512 0.696 0.519
C 0.939 -0.419 -0.291
C -0.389 -0.432 -0.277
C -1.247 -1.455 -1.038
P -1.621 0.649 0.454
O -1.372 1.644 -0.542
H 0.103 0.851 2.158
H 1.440 2.019 2.087
H 2.419 1.240 -0.028
H 1.610 -0.813 -1.133
H -2.298 -1.210 -0.905
H -1.100 -2.352 -0.524
H -1.002 -1.576 -2.154

two:
14
Properties=species:S:1:pos:R:3 method="wB97M-V/def2-TZVPD" lumo_ev="-0.73 / -0.14" orbital_gap_ev="7.783 / 7.937" molar_mass_g_mol=114.08 homo_ev="-8.510 / -8.076"
C -0.571 0.252 -0.323
C -0.408 -0.391 -1.438
C 0.320 -0.083 0.891
C 1.468 -0.905 0.389
C -1.570 1.314 -0.080
O 0.499 -1.181 -2.011
P 0.895 -2.253 -0.874
H 0.679 0.838 1.287
H -0.086 -0.729 1.615
H 2.181 -0.112 -0.099
H 2.101 -1.415 0.985
H -1.923 1.467 -1.068
H -1.131 2.291 0.321
H -2.452 0.908 0.404

Each structure's energy above the most stable one, in eV: one 0.000; two 1.806.

one:
11
Properties=species:S:1:pos:R:3 method="wB97M-V/def2-TZVPD" lumo_ev=0.54 smiles="O=CNC=O.O" orbital_gap_ev=10.765 molar_mass_g_mol=91.07 homo_ev=-10.230
O -1.248 -0.836 -0.433
C -0.094 -1.022 -0.668
N 0.811 -0.036 -1.064
C 0.510 1.294 -1.358
O -0.472 1.886 -1.032
H 0.437 -1.983 -0.510
H 1.772 -0.303 -1.193
H 1.316 1.779 -1.938
O -0.638 -0.178 2.853
H -1.312 -0.712 3.302
H -1.080 0.112 2.041

two:
11
Properties=species:S:1:pos:R:3 method="wB97M-V/def2-TZVPD" lumo_ev=-0.04 orbital_gap_ev=10.284 molar_mass_g_mol=91.07 homo_ev=-10.323
C 1.334 0.855 0.219
C -0.013 0.072 0.304
H 1.554 -1.143 0.028
H 1.002 2.052 -0.453
H 1.547 1.253 1.538
H -1.419 1.520 -0.599
H -1.846 -1.083 -0.133
N -1.284 0.705 0.122
O 2.362 -0.290 -0.585
O 0.039 -1.174 0.419
O -2.373 -0.173 -0.380

Each structure's energy above the most stable one, in eV: one 0.000; two 7.128.

one:
11
Properties=species:S:1:pos:R:3 method="wB97M-V/def2-TZVPD" lumo_ev=0.34 smiles="NC=O.O=CO" orbital_gap_ev=10.613 molar_mass_g_mol=91.07 homo_ev=-10.269
N 0.606 1.953 2.152
C 0.803 1.522 3.440
O 0.937 2.310 4.353
H 0.844 2.877 1.844
H 0.251 1.308 1.465
H 0.954 0.435 3.487
O -0.645 -1.927 -4.704
C -0.539 -1.904 -3.511
O -1.184 -2.795 -2.703
H 0.091 -1.136 -3.041
H -2.120 -2.644 -2.781

two:
11
Properties=species:S:1:pos:R:3 method="wB97M-V/def2-TZVPD" lumo_ev=0.33 orbital_gap_ev=8.727 molar_mass_g_mol=91.07 homo_ev=-8.394
C 0.558 -1.709 -0.643
C -0.242 0.943 -0.273
N -0.214 -0.226 0.591
O 0.320 -1.569 -1.787
O -1.532 1.122 -0.716
O 0.842 0.098 1.470
H 1.224 -2.227 0.045
H 0.276 1.787 0.203
H 0.302 0.699 -1.199
H -2.071 1.398 0.064
H 0.537 -0.315 2.244

Each structure's energy above the most stable one, in eV: one 0.000; two 4.153.

one:
11
Properties=species:S:1:pos:R:3 method="wB97M-V/def2-TZVPD" lumo_ev=0.12 smiles="O=CNC=O.O" orbital_gap_ev=10.527 molar_mass_g_mol=91.07 homo_ev=-10.407
O 2.128 1.307 0.144
C 1.119 2.038 0.187
N -0.112 1.556 -0.383
C -0.562 0.316 -0.151
O -0.489 -0.221 0.993
H 1.114 2.972 0.660
H -0.596 2.124 -1.111
H -1.321 -0.127 -0.835
O -0.682 -3.440 -0.154
H -0.636 -3.784 0.748
H 0.039 -2.741 -0.098

two:
11
Properties=species:S:1:pos:R:3 method="wB97M-V/def2-TZVPD" lumo_ev=0.47 smiles="NC=O.O=CO" orbital_gap_ev=10.695 molar_mass_g_mol=91.07 homo_ev=-10.222
N -1.258 -3.171 1.335
C -0.115 -3.511 2.026
O 0.466 -4.546 1.814
H -1.303 -3.437 0.370
H -1.765 -2.358 1.651
H 0.281 -2.728 2.683
O 0.400 4.407 -0.509
C 0.527 3.890 -1.566
O 1.480 4.351 -2.440
H 0.039 3.015 -2.021
H 1.248 4.086 -3.342

Each structure's energy above the most stable one, in eV: one 0.827; two 0.000.

one:
15
Properties=species:S:1:pos:R:3 method="wB97M-V/def2-TZVPD" lumo_ev=3.66 orbital_gap_ev=8.065 total_charge=-1 molar_mass_g_mol=152.15 homo_ev=-4.404
C 0.068 2.304 0.758
C -0.355 1.250 -0.333
C 0.147 -0.147 0.061
N 0.866 -0.879 -0.752
O -0.828 -3.070 1.382
O 1.145 -2.117 -0.307
O 1.342 -0.505 -1.866
O -1.065 -3.522 -0.958
S -0.199 -3.517 0.177
H -0.285 3.417 0.441
H -0.528 2.271 1.611
H 1.110 2.295 0.932
H 0.263 1.506 -1.225
H -1.454 1.399 -0.769
H -0.226 -0.686 0.849

two:
15
Properties=species:S:1:pos:R:3 method="wB97M-V/def2-TZVPD" lumo_ev=3.68 orbital_gap_ev=7.808 total_charge=-1 molar_mass_g_mol=152.15 homo_ev=-4.131
C 0.308 -0.007 1.354
C -0.146 -0.019 -1.238
C -0.312 0.587 0.118
N 0.939 2.457 0.010
O -2.519 1.696 -0.948
O 0.954 3.013 1.086
O 1.233 2.917 -1.082
O -2.426 -0.256 0.668
S -2.047 1.167 0.372
H 0.799 0.939 1.904
H 1.068 -0.850 1.263
H -0.455 -0.385 1.939
H -0.145 0.680 -2.092
H 0.851 -0.453 -1.356
H -0.871 -0.787 -1.219

Each structure's energy above the most stable one, in eV: one 0.000; two 0.965.